Computed, not measured: 14 unconnected molecules or ions with the total composition C96H211N9O14 in a non-equilibrium geometry, with the ωB97M-V functional and the def2-TZVPD basis.

XYZ file:
```
330
C96H211N9O14 the ωB97M-V functional and the def2-TZVPD basis
C 7.23345 0.86257 -0.66398
C 5.90802 0.84450 -1.48755
C 5.97173 1.74550 -2.68557
O 5.55650 -0.44760 -1.82483
H 8.11601 1.02869 -1.31490
H 7.19948 -0.11368 -0.18325
H 7.28417 1.58943 0.13197
H 5.14145 1.26560 -0.80465
H 4.96363 1.76761 -3.17575
H 6.72513 1.52869 -3.45846
H 6.19133 2.75964 -2.32951
H 5.10739 -0.50380 -2.71006
C -4.64812 -1.21055 6.15730
C -4.28622 -0.54589 4.91634
C -2.78728 -0.53014 4.73134
O -4.95793 -1.26351 3.80749
H -4.15039 -2.21010 6.25809
H -5.72082 -1.37466 6.29047
H -4.42609 -0.65496 7.05266
H -4.74412 0.45743 4.86224
H -2.52819 -0.03697 3.83409
H -2.43148 -1.54856 4.69274
H -2.36168 0.03809 5.50658
H -5.58872 -0.66909 3.40850
C 0.14313 2.02486 -5.48300
C -0.82944 0.88189 -5.33433
C -1.43276 0.73552 -3.94651
O -1.93622 1.16385 -6.25037
H -0.37969 2.94827 -5.36126
H 0.72965 1.96053 -6.40479
H 0.93454 2.05496 -4.70767
H -0.39964 -0.04232 -5.72340
H -1.94690 1.65080 -3.77607
H -0.76620 0.54505 -3.12716
H -2.21840 -0.05304 -3.91012
H -2.17883 0.39381 -6.76806
C -2.00966 -4.53617 2.66436
C -3.36652 -3.82631 2.53721
C -4.29803 -4.34084 1.52421
O -3.95332 -4.02660 3.86913
H -2.18184 -5.63326 2.68735
H -1.51084 -4.22606 3.61058
H -1.44211 -4.29974 1.76960
H -3.21465 -2.72785 2.31447
H -4.63653 -5.37092 1.73742
H -3.76350 -4.46565 0.57776
H -5.19119 -3.76891 1.36691
H -4.67929 -3.39988 4.00158
C 5.08040 0.18361 2.22229
C 6.32561 0.74634 2.93296
C 6.18600 0.82711 4.45145
O 7.52124 0.00430 2.67189
H 5.04261 0.09227 1.12413
H 4.14527 0.63637 2.55331
H 4.90186 -0.82093 2.62661
H 6.49370 1.77455 2.53791
H 5.49308 1.64446 4.65179
H 7.16036 0.99253 4.89652
H 5.70535 -0.12622 4.81399
H 7.69774 0.01228 1.70460
C -6.34723 2.13741 -3.43880
C -6.19615 0.65629 -3.94865
C -5.91607 -0.33823 -2.76323
C -6.02910 -1.76579 -3.23273
C -7.36014 -2.02412 -3.91344
C -7.73182 -1.06865 -5.08111
N -7.50601 0.26182 -4.53756
O -7.81181 1.18537 -5.59660
C -6.96103 -1.40163 -6.35858
C -9.22734 -1.26608 -5.32801
C -4.97103 0.65241 -4.88102
H -7.09927 2.29161 -2.66602
H -6.49663 2.87823 -4.24919
H -5.37408 2.44087 -3.01587
H -4.99708 -0.04450 -2.22237
H -6.71469 -0.10790 -2.08084
H -5.88457 -2.54652 -2.48134
H -5.19839 -1.97165 -3.94273
H -8.19758 -1.95811 -3.23233
H -7.30886 -3.03023 -4.32298
H -7.39977 -0.83796 -7.22452
H -5.92384 -1.11806 -6.27578
H -6.95140 -2.45870 -6.49739
H -9.84240 -1.28697 -4.44207
H -9.64563 -0.53995 -6.04139
H -9.41049 -2.21399 -5.83023
H -4.55272 -0.31698 -5.10916
H -4.17818 1.22817 -4.32952
H -5.05256 1.24935 -5.80283
H -7.15321 1.05801 -6.26444
C -1.60836 -10.49560 -0.63159
C -1.11180 -9.10266 -0.33559
C 0.32956 -9.16367 0.25968
C 1.17730 -7.92583 0.09958
C 1.17000 -7.45535 -1.31601
C -0.24911 -7.20187 -1.83620
N -0.94351 -8.49155 -1.66588
O -2.31788 -8.21786 -2.07503
C -0.84745 -6.02597 -1.06627
C -0.24431 -6.87815 -3.31674
C -2.05601 -8.31309 0.55552
H -1.57057 -11.06268 0.27987
H -0.85017 -10.87069 -1.30124
H -2.56403 -10.44714 -1.14938
H 0.21667 -9.37762 1.32623
H 0.84162 -9.98040 -0.19773
H 2.18144 -8.23581 0.44426
H 0.76065 -7.11459 0.70724
H 1.69251 -8.22104 -1.92870
H 1.74384 -6.54632 -1.37087
H -1.92285 -6.04235 -1.23865
H -0.70213 -6.08610 0.01357
H -0.40474 -5.16950 -1.47443
H -1.26859 -6.60938 -3.63859
H 0.30356 -5.95544 -3.44515
H 0.23233 -7.73833 -3.74671
H -2.55165 -7.63195 -0.08805
H -1.54581 -7.79651 1.35601
H -2.77532 -8.98574 1.01115
H -2.45311 -8.65106 -2.91655
C -6.75816 4.74328 5.32022
C -6.83536 3.21882 4.89584
C -7.97967 3.07995 3.92663
C -7.71624 3.67998 2.58991
C -6.46950 3.03119 2.02800
C -5.22769 3.25044 2.90484
N -5.60698 2.68218 4.23817
O -4.52746 3.02937 5.10155
C -4.05279 2.39727 2.41285
C -4.79051 4.72238 2.88551
C -7.00741 2.33719 6.13166
H -7.00377 5.43977 4.54117
H -5.79337 5.00830 5.74455
H -7.45543 4.85485 6.15097
H -8.10003 1.97748 3.74602
H -8.87492 3.49017 4.35446
H -7.57804 4.78484 2.70046
H -8.49804 3.52287 1.79430
H -6.24726 3.37862 1.03271
H -6.63650 1.96716 1.99741
H -3.14861 2.68544 2.96002
H -4.28368 1.31168 2.49540
H -3.82530 2.53403 1.34672
H -4.68193 4.97922 1.83887
H -5.43109 5.47996 3.36825
H -3.81280 4.80337 3.36747
H -7.84048 2.67860 6.71428
H -6.15446 2.47111 6.86762
H -7.06870 1.26701 5.86151
H -4.36336 2.23813 5.64551
C -0.79574 3.70317 3.21794
C 0.11062 4.14739 4.38917
C -0.68305 4.28892 5.68628
C -1.04704 2.91424 6.15905
C 0.24422 2.10097 6.42868
C 1.10335 1.93065 5.20596
N 1.26368 3.28884 4.67207
O 1.87994 3.13407 3.38120
C 2.58341 1.55963 5.47516
C 0.54189 0.89073 4.13804
C 0.79966 5.51905 3.97016
H -1.61595 4.38457 3.08932
H -1.28788 2.74701 3.40374
H -0.07674 3.60567 2.41578
H -0.04805 4.73731 6.41833
H -1.52420 4.94690 5.57064
H -1.65601 2.42844 5.34613
H -1.69033 2.89477 7.03392
H 0.04388 1.15596 6.92264
H 0.88187 2.70622 7.11597
H 3.24280 2.40327 5.78687
H 2.60107 0.79552 6.26044
H 2.99684 1.09373 4.56548
H 0.77992 -0.12676 4.45883
H -0.51271 1.05351 4.16088
H 1.03061 1.10177 3.17102
H 1.32710 5.30390 3.06138
H 1.49461 5.79156 4.78419
H 0.05546 6.26959 3.85522
H 2.72296 3.61712 3.40719
C 2.77988 -3.87906 -4.28895
C 4.00046 -4.21907 -5.16860
C 3.55904 -4.68327 -6.57292
C 2.99146 -3.56618 -7.42845
C 4.03349 -2.47954 -7.51242
C 4.48241 -1.89873 -6.16376
N 4.90113 -3.09667 -5.41284
O 5.26476 -2.60535 -4.10752
C 5.78543 -1.09914 -6.33640
C 3.41533 -0.95561 -5.57725
C 4.86958 -5.31539 -4.49318
H 2.19221 -4.75515 -4.06676
H 2.11970 -3.17767 -4.82669
H 3.10748 -3.47694 -3.35445
H 4.44460 -5.04381 -7.10764
H 2.85909 -5.51667 -6.48745
H 2.03523 -3.20170 -7.04630
H 2.82277 -3.88847 -8.46352
H 3.63429 -1.57090 -8.01477
H 4.93075 -2.70035 -8.11417
H 6.21482 -0.83138 -5.33922
H 6.52662 -1.65519 -6.91321
H 5.53514 -0.17828 -6.91402
H 2.39697 -1.22472 -5.93577
H 3.43462 -1.07322 -4.50255
H 3.56719 0.04366 -5.94920
H 4.24102 -6.19015 -4.53987
H 5.16904 -5.13100 -3.46172
H 5.73704 -5.59831 -5.11035
H 6.17854 -2.85528 -4.04513
C 6.91359 7.17737 -1.30557
C 5.90973 6.85152 -0.15366
C 4.58925 7.54370 -0.38838
C 3.46069 7.12643 0.58873
C 3.37644 5.63932 0.50911
C 4.64896 4.86879 0.76494
N 5.62348 5.42825 -0.18764
O 6.89536 4.76511 0.19290
C 5.08522 4.96814 2.24411
C 4.50313 3.41214 0.34786
C 6.53727 7.40084 1.20495
H 7.91571 6.94416 -0.88291
H 6.89167 8.22459 -1.58917
H 6.71409 6.49217 -2.19108
H 4.64469 8.61965 -0.37831
H 4.34851 7.22340 -1.36270
H 2.48407 7.54168 0.30060
H 3.70116 7.43773 1.58946
H 3.17794 5.34376 -0.53530
H 2.61663 5.15694 1.15260
H 4.84551 5.88305 2.74566
H 4.51961 4.16297 2.80599
H 6.11477 4.69561 2.24262
H 4.31010 3.33783 -0.73324
H 5.42876 2.90313 0.58459
H 3.65862 2.95370 0.87017
H 6.74721 8.44148 0.91372
H 7.41358 6.80977 1.45337
H 5.80947 7.33657 2.01914
H 7.01252 4.36349 -0.65982
C 4.06674 -7.44670 2.83915
C 4.04342 -6.23858 3.74379
C 5.37395 -5.55923 4.01999
C 6.04314 -5.01841 2.79425
C 5.08765 -3.97052 2.25926
C 3.62003 -4.37844 2.03732
N 3.17278 -5.14008 3.22873
O 1.95158 -5.72526 2.83992
C 2.67564 -3.25944 2.01832
C 3.43319 -5.07554 0.65304
C 3.29041 -6.58442 5.05607
H 3.39386 -8.22123 3.29475
H 4.99402 -7.95861 2.98183
H 3.90512 -7.29352 1.79454
H 5.26867 -4.71619 4.68232
H 6.03922 -6.26660 4.55175
H 6.27940 -5.75241 2.04595
H 6.96330 -4.49113 2.97439
H 5.39075 -3.44165 1.34683
H 5.09582 -3.16655 3.00282
H 1.75067 -3.64428 1.66969
H 2.43946 -2.84831 3.01417
H 3.07371 -2.43194 1.35165
H 2.53258 -5.70354 0.67722
H 3.31280 -4.29599 -0.13662
H 4.29498 -5.68456 0.38182
H 3.94251 -7.18779 5.64973
H 2.36413 -7.18475 4.91687
H 3.04953 -5.64055 5.53665
H 1.33245 -5.63132 3.58676
C -2.37146 -0.76314 -0.14635
C -0.82550 -0.82304 -0.14466
C -0.41239 -1.84726 -1.25012
C 1.06925 -1.79005 -1.62111
C 1.47284 -0.34035 -1.90507
C 1.12342 0.61976 -0.75892
N -0.29644 0.47796 -0.48808
O -0.64695 1.38108 0.48381
C 2.14973 0.31129 0.41871
C 1.28921 2.08741 -1.20854
C -0.38341 -1.28354 1.23368
H -2.63821 -0.31444 -1.13722
H -2.70887 -0.04892 0.57523
H -2.78763 -1.75963 0.08585
H -0.69913 -2.88301 -0.95848
H -1.00416 -1.60721 -2.10563
H 1.22159 -2.44661 -2.48985
H 1.66442 -2.23415 -0.79053
H 0.79966 -0.01083 -2.71948
H 2.50756 -0.22962 -2.30188
H 1.93256 0.90801 1.28673
H 2.32015 -0.75788 0.56485
H 3.12241 0.67282 0.04070
H 2.34943 2.15700 -1.59115
H 0.64310 2.28647 -2.04655
H 1.16643 2.77188 -0.38249
H 0.70114 -1.42274 1.33316
H -0.86609 -2.25258 1.52760
H -0.80793 -0.61598 1.98224
H -0.25503 1.14088 1.33723
C -2.88515 6.02861 -4.27055
C -2.81378 5.58372 -2.80943
C -2.42468 4.08093 -2.72631
C -2.06011 3.60925 -1.33507
C -0.91471 4.48985 -0.85077
C -1.31641 5.98599 -0.81609
N -1.70350 6.34577 -2.17860
O -2.31749 7.66842 -1.99278
C -2.31855 6.28047 0.34950
C -0.03091 6.85324 -0.51930
C -4.22453 5.69887 -2.07562
H -3.32110 7.06970 -4.32138
H -3.65606 5.42074 -4.75558
H -1.94226 6.04965 -4.81680
H -3.33325 3.66273 -3.14653
H -1.61670 3.86221 -3.41214
H -1.70555 2.57560 -1.39465
H -2.96744 3.67455 -0.76251
H -0.06438 4.40927 -1.58684
H -0.54066 4.25101 0.15823
H -1.66981 6.41923 1.15912
H -2.93252 7.16942 0.09150
H -2.91153 5.38714 0.41820
H 0.36297 6.42339 0.38833
H 0.64164 6.91493 -1.33615
H -0.32430 7.92992 -0.43271
H -4.36643 6.76202 -2.07287
H -4.18347 5.32184 -1.09601
H -4.98797 5.30892 -2.70474
H -1.82228 8.33813 -2.47989
```

Calculated values
**HOMO-LUMO gap**: 0.3273 Ha
**HOMO level**: -8.60 eV
**Multiplicity**: 1
**Total charge**: 0

=====

Computed, not measured: a molecular structure, C4H3NO2, with the ωB97M-V functional and the def2-TZVPD basis.

XYZ file:
```
10
C4H3NO2 the ωB97M-V functional and the def2-TZVPD basis
O 3.17479 0.67997 0.23567
C 2.15819 0.12860 -0.06170
C 0.95956 -0.32745 -0.23320
N -0.15996 -0.87092 -0.62165
C -1.35334 -0.49152 -0.29644
C -1.53892 0.66776 0.59132
O -0.57724 1.28194 1.01931
H 2.09933 -0.96626 -0.79043
H -2.20348 -1.05014 -0.69105
H -2.58006 0.94580 0.84799
```

Calculated values
**HOMO-LUMO gap**: 0.3025 Ha
**HOMO level**: -9.29 eV
**Multiplicity**: 1
**Total charge**: 0

=====

Computed, not measured: a molecular structure, C54H47AuBr2GeN2Sb2 in a non-equilibrium geometry, with the ωB97M-V functional and the def2-TZVPD basis.

XYZ file:
```
109
C54H47AuBr2GeN2Sb2 the ωB97M-V functional and the def2-TZVPD basis
Au 0.21513 0.31209 -0.35944
Br 6.27502 3.35821 0.82705
C 4.78681 2.40061 0.24128
C 4.69229 1.04152 0.47972
C 3.54135 0.39887 0.06540
N 2.54724 1.02327 -0.57795
C 2.67061 2.32511 -0.85850
C 3.77168 3.05516 -0.44175
C 1.58825 2.91651 -1.71116
C 1.76976 4.13091 -2.35275
C 0.79583 4.58502 -3.22714
Br 1.01272 6.21827 -4.09596
C -0.32299 3.80681 -3.46500
C -0.43687 2.62057 -2.76730
N 0.47804 2.17954 -1.89514
H 5.48091 0.50152 0.98944
H 3.40642 -0.65947 0.25926
H 3.85942 4.11637 -0.63396
H 2.66661 4.71601 -2.20920
H -1.08102 4.11298 -4.17388
H -1.30648 1.99438 -2.91510
C -0.71267 -3.11836 -2.25594
C -1.76865 -2.50592 -3.16776
C -2.20328 -1.08090 -2.81181
Sb -2.50258 -0.86626 -0.69123
C -3.84744 0.74900 -0.43338
C -3.46388 2.05882 -0.71812
C -4.40320 3.07915 -0.65913
C -5.71087 2.79869 -0.27640
C -6.07708 1.50172 0.06506
C -5.14787 0.47147 -0.00221
C -3.69759 -2.57265 -0.29858
C -4.77367 -2.77672 -1.16359
C -5.59813 -3.87606 -0.95638
C -5.34308 -4.75383 0.09238
C -4.26350 -4.54420 0.94036
C -3.42969 -3.44871 0.74880
Sb 0.97449 -1.93758 -1.74300
C 2.01867 -1.55669 -3.53218
C 2.44208 -0.26189 -3.83038
C 3.18529 -0.04041 -4.98308
C 3.50242 -1.10246 -5.82027
C 3.06431 -2.38802 -5.52413
C 2.31466 -2.62458 -4.37917
C 2.05063 -3.28466 -0.54014
C 2.26984 -2.98489 0.80429
C 2.96705 -3.88611 1.59933
C 3.44291 -5.06996 1.04965
C 3.22070 -5.36396 -0.29068
C 2.52109 -4.47353 -1.09597
H -0.32008 -4.05227 -2.66084
H -1.14729 -3.35046 -1.27743
H -2.63312 -3.17135 -3.09928
H -1.45597 -2.50781 -4.21485
H -3.14301 -0.84397 -3.31286
H -1.47100 -0.31662 -3.08150
H -2.44190 2.28805 -0.98773
H -4.11259 4.09308 -0.90900
H -6.44608 3.59383 -0.23757
H -7.09072 1.28754 0.38371
H -5.44682 -0.53410 0.26469
H -4.98588 -2.09860 -1.98265
H -6.43988 -4.04265 -1.61729
H -5.99033 -5.60848 0.24571
H -4.06599 -5.23382 1.75212
H -2.58705 -3.29614 1.41187
H 2.19567 0.56299 -3.17437
H 3.51917 0.96111 -5.22757
H 4.09141 -0.92895 -6.71242
H 3.30396 -3.21141 -6.18522
H 1.96511 -3.62960 -4.17390
H 1.89894 -2.05939 1.23461
H 3.13908 -3.66472 2.64594
H 3.99099 -5.77003 1.66883
H 3.59337 -6.28839 -0.71429
H 2.35604 -4.72033 -2.13745
C -1.27975 -1.81817 2.29430
Ge -0.64265 -0.01193 1.94306
C 0.73620 0.41945 3.25920
C 1.89832 1.12694 2.94489
C 2.85824 1.37698 3.91987
C 2.66426 0.91518 5.21546
C 1.51081 0.21223 5.53733
C 0.54483 -0.03084 4.56652
C -2.12547 1.22846 2.49239
C -3.32200 0.65167 2.98606
C -4.40048 1.42760 3.35812
C -4.30391 2.83077 3.31098
C -3.12669 3.45048 2.86859
C -3.02758 4.85140 2.84220
C -1.83959 5.47572 2.44851
C -0.75875 4.70480 2.06672
C -0.84647 3.30400 2.07405
C -2.02251 2.65138 2.46096
H -1.59575 -1.92328 3.33447
H -0.45718 -2.51428 2.12111
H -2.11071 -2.09652 1.64368
H 2.05825 1.49589 1.93859
H 3.75737 1.92975 3.67066
H 3.40555 1.11736 5.97926
H 1.36128 -0.15204 6.54647
H -0.36011 -0.55977 4.84781
H -3.40783 -0.42529 3.07102
H -5.31307 0.95855 3.70340
H -5.13086 3.44537 3.65224
H -3.89016 5.44703 3.12533
H -1.76491 6.55607 2.45260
H 0.16772 5.18639 1.77664
H 0.02628 2.71339 1.82051
```

Calculated values
**HOMO-LUMO gap (spin up / spin down)**: 0.2477 / 0.1868 Ha
**HOMO level (spin up / spin down)**: -14.60 / -15.75 eV
**Multiplicity**: 4
**Total charge**: +3

=====

These records have energy above the lowest of the compared OMol25 structures with the same formula, charge and spin values of 0.0; 425.3; 65.2 kJ/mol, in the order they appear.